No. 1
{"formula": "C2H7O3Tl", "method": "ωB97M-V/def2-TZVPD", "total_energy_ev": -13012.8118, "spin_multiplicity": 2, "total_charge": 1, "de_lowest_kcal_mol": 7.6, "species": ["O", "H", "C", "O", "C", "H", "H", "H", "H", "H", "Tl", "O", "H"], "coordinates": [[-0.235, 0.101, -1.511], [1.431, -1.768, -0.155], [-0.086, 0.773, 1.331], [0.186, 1.597, 0.223], [-0.583, 1.289, -0.922], [0.210, -0.270, 1.134], [0.497, 1.150, 2.178], [-1.160, 0.800, 1.590], [-0.425, 2.151, -1.594], [-1.650, 1.262, -0.614], [-1.347, -1.259, -2.289], [1.652, -2.776, -0.140], [1.509, -3.049, 0.770]], "lowdin_charge": [-0.37, 0.05, -0.07, -0.10, -0.34, 0.08, 0.11, 0.11, 0.17, 0.14, 1.28, -0.09, 0.04]}

---

No. 2
{"formula": "C2H7O3Zn", "method": "ωB97M-V/def2-TZVPD", "total_energy_ev": -56745.5430, "spin_multiplicity": 2, "total_charge": 0, "de_lowest_kcal_mol": 0.0, "species": ["O", "H", "C", "O", "C", "H", "H", "H", "H", "H", "Zn", "O", "H"], "coordinates": [[0.100, -1.870, -1.300], [0.904, -1.948, -0.781], [0.851, 0.236, 1.276], [-0.300, 1.007, 1.032], [-1.160, 0.459, 0.055], [1.511, 0.176, 0.396], [1.407, 0.715, 2.090], [0.571, -0.790, 1.577], [-2.050, 1.113, 0.079], [-1.500, -0.533, 0.419], [0.297, 1.782, -2.111], [-0.589, 0.518, -1.262], [-0.043, -0.864, -1.471]], "lowdin_charge": [-0.13, 0.01, -0.12, -0.19, -0.32, 0.07, 0.09, 0.10, 0.12, 0.14, 0.78, -0.51, -0.03]}

---

No. 3
{"formula": "C2H7OPS", "method": "ωB97M-V/def2-TZVPD", "total_energy_ev": -24357.0365, "total_charge": 0, "de_lowest_kcal_mol": 70.0, "species": ["C", "C", "O", "P", "S", "H", "H", "H", "H", "H", "H", "H"], "coordinates": [[1.032, -1.476, -1.035], [-1.819, 0.764, 0.399], [0.081, -0.512, -0.645], [-0.404, -0.267, 0.931], [1.829, 1.366, 1.886], [0.840, -1.753, -1.999], [1.252, -2.131, -0.194], [2.106, -1.040, -1.114], [-1.843, 0.689, -0.685], [-1.606, 1.839, 0.724], [-2.766, 0.481, 0.828], [1.298, 2.039, 0.903]], "lowdin_charge": [-0.16, -0.32, -0.51, 0.90, 0.13, 0.05, 0.07, 0.11, 0.03, 0.06, 0.02, -0.39]}

---

No. 4
{"formula": "C2H7OPS", "method": "ωB97M-V/def2-TZVPD", "total_energy_ev": -24357.3045, "smiles": "C/C=P/O.S", "total_charge": 0, "de_lowest_kcal_mol": 63.8, "species": ["C", "C", "P", "O", "H", "H", "H", "H", "H", "S", "H", "H"], "coordinates": [[-2.117, -0.355, -1.198], [-0.896, -1.041, -0.762], [-0.001, -0.569, 0.593], [1.405, -1.482, 0.286], [-2.966, -0.990, -1.005], [-2.104, 0.557, -0.679], [-2.207, -0.169, -2.255], [-0.639, -2.073, -1.212], [1.698, -2.213, 0.817], [2.641, 2.170, 1.596], [2.313, 3.222, 1.130], [2.873, 2.942, 2.690]], "lowdin_charge": [-0.22, -0.48, 0.87, -0.43, 0.07, 0.03, 0.07, 0.08, 0.02, 0.53, -0.35, -0.19]}

---

No. 5
{"formula": "C2H7OS", "method": "ωB97M-V/def2-TZVPD", "total_energy_ev": -15068.9222, "total_charge": -1, "de_lowest_kcal_mol": 57.3, "species": ["O", "H", "C", "S", "C", "H", "H", "H", "H", "H", "H"], "coordinates": [[0.182, 2.428, 1.163], [0.882, 1.773, 1.229], [-0.729, 0.072, -1.658], [0.674, 0.161, -0.674], [0.458, -1.245, 0.565], [-1.649, 0.318, -1.142], [-0.795, -0.610, -2.489], [-0.422, 1.986, 0.560], [-0.375, -1.929, 0.392], [1.284, -1.970, 0.424], [0.489, -0.985, 1.631]], "lowdin_charge": [-0.15, -0.03, -0.64, 0.53, -0.45, -0.10, -0.11, -0.03, 0.01, -0.02, -0.01]}

---

No. 6
{"formula": "C2H7OS", "method": "ωB97M-V/def2-TZVPD", "total_energy_ev": -15069.1823, "total_charge": -1, "de_lowest_kcal_mol": 51.3, "species": ["C", "S", "H", "H", "H", "H", "C", "O", "H", "H", "H"], "coordinates": [[-0.014, 0.718, 1.496], [0.769, -0.177, 2.866], [0.453, 0.441, 0.556], [0.055, 1.808, 1.474], [-1.058, 0.452, 1.411], [1.249, -1.202, 2.136], [-0.316, -0.406, -1.966], [-1.213, -0.110, -1.036], [-0.458, 0.119, -2.959], [-0.257, -1.515, -2.186], [0.790, -0.129, -1.792]], "lowdin_charge": [-0.52, 0.55, 0.00, 0.03, 0.01, -0.17, -0.55, -0.42, 0.02, 0.03, 0.02]}

---

No. 7
{"formula": "C2H7OS2", "method": "ωB97M-V/def2-TZVPD", "total_energy_ev": -25905.2440, "total_charge": -1, "de_lowest_kcal_mol": 38.1, "species": ["C", "O", "H", "H", "H", "C", "S", "S", "H", "H", "H", "H"], "coordinates": [[-0.929, 1.309, -2.004], [-1.468, 1.878, -2.921], [-1.455, 0.717, -1.244], [1.884, 6.958, 3.600], [0.165, 1.367, -1.888], [2.023, -0.927, 0.206], [0.625, -0.298, 1.134], [-0.877, -1.613, 0.609], [2.982, -0.522, 0.553], [2.000, -0.603, -0.844], [2.088, -2.000, 0.179], [2.025, 7.072, 4.329]], "lowdin_charge": [-0.15, -0.05, 0.03, 0.00, 0.07, -0.61, 0.05, -0.34, 0.01, 0.00, 0.00, 0.00]}

---

No. 8
{"formula": "C2H7PS2", "method": "ωB97M-V/def2-TZVPD", "total_energy_ev": -33145.6141, "total_charge": 0, "de_lowest_kcal_mol": 35.2, "species": ["C", "C", "P", "S", "S", "H", "H", "H", "H", "H", "H", "H"], "coordinates": [[-0.626, -0.983, 1.352], [0.277, -0.726, 0.178], [-0.354, 2.224, -1.211], [0.914, 1.051, 0.125], [0.827, 1.769, -2.883], [-1.387, -0.199, 1.404], [-0.085, -0.990, 2.293], [1.165, -1.350, 0.208], [-0.247, -0.869, -0.763], [-1.154, -1.927, 1.240], [0.348, 1.428, 1.278], [0.321, 0.571, -3.221]], "lowdin_charge": [-0.18, -0.49, 0.02, 0.51, 0.10, 0.07, 0.07, 0.07, 0.06, 0.08, -0.08, -0.24]}

---

No. 9
{"formula": "C2H7PS2", "method": "ωB97M-V/def2-TZVPD", "total_energy_ev": -33141.5287, "total_charge": 0, "de_lowest_kcal_mol": 129.4, "species": ["C", "C", "P", "S", "S", "H", "H", "H", "H", "H", "H", "H"], "coordinates": [[-1.679, -0.421, -1.368], [1.917, -0.318, 0.860], [0.454, -0.420, 1.806], [-1.302, 1.508, -0.927], [0.516, 1.685, -1.575], [-0.877, -1.049, -0.939], [-1.840, -0.435, -2.533], [-2.601, -0.733, -0.834], [2.735, -0.949, 1.079], [1.899, 0.163, -0.112], [-0.255, 0.809, 1.641], [1.032, 0.161, 2.901]], "lowdin_charge": [-0.38, -0.27, 0.77, 0.14, -0.01, -0.01, 0.06, 0.01, -0.01, -0.10, -0.11, -0.10]}

---

No. 10
{"formula": "C2H7S2", "method": "ωB97M-V/def2-TZVPD", "total_energy_ev": -23858.5217, "total_charge": -1, "de_lowest_kcal_mol": 16.0, "species": ["S", "H", "C", "S", "C", "H", "H", "H", "H", "H", "H"], "coordinates": [[3.368, 1.576, 1.911], [3.666, 2.133, 3.090], [-0.325, -1.761, -0.852], [-1.841, -0.747, -0.624], [-1.299, 0.886, -0.266], [0.356, -1.112, -1.413], [0.160, -1.975, 0.095], [-0.576, -2.589, -1.500], [-0.402, 0.891, 0.365], [-2.117, 1.250, 0.338], [-0.990, 1.448, -1.145]], "lowdin_charge": [-0.46, -0.53, -0.40, 0.69, -0.47, 0.03, 0.03, 0.01, 0.05, 0.01, 0.03]}

---

No. 11
{"formula": "C2H7S2", "method": "ωB97M-V/def2-TZVPD", "total_energy_ev": -23857.8698, "total_charge": -1, "de_lowest_kcal_mol": 31.0, "species": ["S", "H", "C", "S", "C", "H", "H", "H", "H", "H", "H"], "coordinates": [[3.673, 0.262, -0.131], [3.174, 0.385, -1.384], [0.082, -1.107, -0.400], [-1.562, -0.461, -0.290], [-1.662, 0.977, 0.756], [0.478, -1.927, 0.245], [-0.006, -1.588, -1.435], [0.823, -0.291, -0.358], [-1.120, 0.682, 1.777], [-2.835, 1.280, 1.014], [-1.045, 1.787, 0.206]], "lowdin_charge": [-0.39, -0.48, -0.49, 0.64, -0.52, 0.04, 0.04, -0.03, 0.06, 0.08, 0.04]}

---

No. 12
{"formula": "C2H87NaO42", "method": "ωB97M-V/def2-TZVPD", "total_energy_ev": -93903.1956, "total_charge": 0, "species": ["Na", "C", "C", "O", "H", "H", "H", "H", "H", "O", "H", "H", "O", "H", "H", "O", "H", "H", "O", "H", "H", "O", "H", "H", "O", "H", "H", "O", "H", "H", "O", "H", "H", "O", "H", "H", "O", "H", "H", "O", "H", "H", "O", "H", "H", "O", "H", "H", "O", "H", "H", "O", "H", "H", "O", "H", "H", "O", "H", "H", "O", "H", "H", "O", "H", "H", "O", "H", "H", "O", "H", "H", "O", "H", "H", "O", "H", "H", "O", "H", "H", "O", "H", "H", "O", "H", "H", "O", "H", "H", "O", "H", "H", "O", "H", "H", "O", "H", "H", "O", "H", "H", "O", "H", "H", "O", "H", "H", "O", "H", "H", "O", "H", "H", "O", "H", "H", "O", "H", "H", "O", "H", "H", "O", "H", "H", "O", "H", "H", "O", "H", "H"], "coordinates": [[-1.907, 0.525, -3.514], [0.370, -0.643, 0.400], [-0.341, -0.565, -0.937], [-1.332, 0.369, -1.053], [1.279, -1.245, 0.422], [-0.268, -0.923, 1.238], [0.719, 0.356, 0.664], [-0.693, -1.530, -1.300], [0.457, -0.278, -1.622], [-1.635, -5.208, -1.307], [-2.020, -4.740, -2.048], [-0.712, -4.957, -1.318], [-1.940, 2.752, -4.724], [-2.378, 3.095, -5.503], [-1.711, 3.530, -4.215], [0.601, 3.119, 4.790], [1.427, 3.321, 5.231], [0.142, 2.537, 5.395], [-5.333, 3.556, -1.470], [-6.069, 2.944, -1.443], [-5.040, 3.619, -0.561], [-2.501, -1.437, -4.691], [-2.835, -2.111, -4.099], [-2.118, -1.926, -5.419], [-1.709, -2.516, 4.033], [-1.763, -3.265, 3.440], [-2.560, -2.086, 3.956], [3.556, 3.921, -1.564], [3.136, 3.870, -0.705], [4.493, 3.852, -1.378], [3.848, -3.336, -0.904], [3.112, -3.583, -0.343], [4.232, -4.170, -1.176], [-5.463, -2.471, -1.146], [-6.162, -2.026, -1.625], [-5.095, -1.796, -0.576], [4.491, -0.321, 4.881], [5.019, 0.468, 5.004], [4.180, -0.262, 3.977], [4.121, -2.943, -3.849], [3.854, -2.984, -2.931], [3.907, -2.050, -4.122], [0.317, 4.520, 2.557], [-0.371, 4.102, 2.039], [0.387, 3.979, 3.344], [-3.413, -3.661, -3.143], [-3.730, -4.503, -2.815], [-3.770, -3.016, -2.532], [4.391, 0.322, 2.135], [3.444, 0.434, 2.060], [4.703, 0.301, 1.230], [-0.397, -2.224, -6.623], [0.386, -2.302, -6.078], [-0.386, -1.318, -6.931], [0.115, 3.124, -0.603], [0.380, 2.255, -0.905], [-0.820, 3.039, -0.418], [-4.242, 0.153, -2.612], [-3.924, -0.192, -1.778], [-5.193, 0.191, -2.509], [2.953, 4.079, 1.127], [3.137, 3.899, 2.049], [2.013, 4.260, 1.101], [-1.173, 1.806, 2.252], [-1.446, 1.597, 3.146], [-1.474, 1.063, 1.730], [-2.363, 4.180, 1.185], [-2.883, 3.888, 0.437], [-2.161, 3.376, 1.664], [3.267, -2.990, 2.587], [2.981, -2.228, 2.082], [4.222, -2.963, 2.541], [-2.670, 2.711, -1.187], [-2.240, 1.860, -1.273], [-3.603, 2.504, -1.129], [0.199, 0.703, -4.740], [0.625, 1.146, -4.006], [0.850, 0.072, -5.049], [-2.932, 2.080, 4.556], [-3.097, 1.188, 4.249], [-3.648, 2.261, 5.165], [-1.998, -4.783, 2.816], [-1.806, -5.363, 2.079], [-1.708, -5.271, 3.587], [-3.870, 0.104, 2.783], [-4.388, 0.798, 2.376], [-4.512, -0.430, 3.251], [0.435, 6.037, 0.118], [0.241, 5.892, 1.044], [0.207, 5.210, -0.306], [0.661, -0.943, 3.883], [-0.009, -1.548, 4.200], [1.466, -1.462, 3.868], [4.505, -0.666, -0.572], [4.505, -1.623, -0.524], [4.427, -0.473, -1.506], [3.330, 3.157, 3.611], [3.002, 2.336, 3.243], [3.829, 2.891, 4.384], [0.808, -4.806, -4.060], [0.734, -5.253, -4.903], [0.890, -5.512, -3.419], [-3.992, -0.379, 0.011], [-3.875, -0.178, 0.939], [-3.102, -0.465, -0.330], [2.026, -3.534, 4.921], [2.468, -2.943, 5.530], [2.373, -3.296, 4.061], [1.026, 3.645, -6.017], [1.063, 3.072, -5.251], [0.865, 3.054, -6.752], [-1.311, 4.682, -2.772], [-1.495, 5.619, -2.853], [-1.979, 4.358, -2.168], [1.772, 1.250, 2.607], [1.271, 1.668, 1.906], [1.129, 0.719, 3.077], [1.176, -4.597, -0.040], [0.513, -4.955, 0.551], [1.398, -5.326, -0.620], [1.292, -2.067, -4.118], [0.895, -2.936, -4.175], [0.912, -1.680, -3.329], [3.194, -5.732, 2.179], [2.422, -5.701, 1.614], [3.414, -4.813, 2.334], [1.239, 2.825, -3.117], [0.468, 3.331, -2.861], [1.978, 3.307, -2.747], [0.806, 0.557, 6.397], [0.540, 0.375, 5.496], [0.972, -0.306, 6.777]], "lowdin_charge": [0.42, -0.07, -0.45, -0.32, 0.07, 0.07, 0.05, 0.09, 0.08, -0.04, -0.01, -0.01, -0.03, 0.06, 0.00, -0.03, 0.06, 0.03, -0.02, 0.05, 0.03, -0.04, 0.00, 0.02, -0.04, -0.03, 0.03, -0.05, -0.01, 0.04, -0.03, 0.02, 0.07, -0.04, 0.04, -0.01, -0.06, 0.03, -0.03, -0.06, -0.02, 0.02, -0.05, -0.01, -0.02, -0.04, 0.06, 0.02, -0.05, 0.00, 0.02, -0.03, 0.01, 0.05, -0.03, 0.03, 0.00, -0.02, -0.02, 0.05, -0.05, -0.01, 0.00, -0.01, 0.02, 0.04, -0.04, -0.01, -0.01, -0.03, 0.06, 0.09, -0.06, -0.01, 0.01, -0.04, 0.01, 0.03, -0.04, -0.01, 0.05, -0.02, 0.06, 0.07, -0.02, 0.07, 0.08, -0.05, 0.00, -0.02, -0.04, 0.02, 0.03, -0.04, -0.01, 0.04, -0.04, -0.01, 0.06, -0.02, 0.06, 0.04, -0.05, 0.01, 0.03, -0.05, 0.04, -0.04, -0.06, -0.03, 0.02, -0.02, 0.07, 0.02, -0.05, 0.04, 0.01, -0.02, 0.05, 0.05, -0.04, -0.01, 0.03, -0.05, -0.01, -0.02, -0.04, 0.02, 0.03, -0.05, -0.01, 0.04]}